# C5H14N

The ion C5H14N with charge +1 (wB97M-V/def2-TZVPD, the Open Molecules 2025 dataset).

The net charge is +1. As for the structure (SMILES): CCCCC[NH3+]. As for the spin multiplicity: 1. The LUMO energy is -3.787 eV. For the energy relative to the best compared isomer or geometry (same formula, charge and spin), the calculation gives 10.4 kcal/mol.

Each line ends with the natural charge from an NBO analysis.
CARTESIAN COORDINATES (ANGSTROEM)
C1 -1.587 0.020 0.778  -0.2209
C2 -0.726 -0.834 -0.197  -0.4146
C3 0.533 -0.116 -0.681  -0.4080
C4 1.790 -0.426 0.131  -0.4007
C5 2.882 0.649 -0.046  -0.6046
N1 -2.897 0.412 0.130  -0.6670
H1 -1.070 0.931 1.052  0.2314
H2 -1.838 -0.561 1.645  0.2302
H3 -0.566 -1.811 0.260  0.2430
H4 -1.381 -1.046 -1.055  0.1998
H5 0.742 -0.458 -1.695  0.2274
H6 0.324 0.952 -0.807  0.1950
H7 1.567 -0.528 1.179  0.1928
H8 2.264 -1.327 -0.248  0.2199
H9 3.266 0.578 -1.071  0.2097
H10 3.734 0.389 0.584  0.2263
H11 2.565 1.683 0.085  0.2049
H12 -2.738 0.989 -0.698  0.4443
H13 -3.418 -0.411 -0.176  0.4434
H14 -3.446 0.916 0.829  0.4477

Cartesian forces (eV/Å) of the 2 atoms listed first:
C 0.78 -0.78 -0.77
C -1.10 0.51 -0.09



# C4H5NO

A structure of composition C4H5NO (wB97M-V/def2-TZVPD, the Open Molecules 2025 dataset).

As for the spin multiplicity: 1. The LUMO energy is 0.706 eV. For the energy relative to the best compared isomer or geometry (same formula, charge and spin), the calculation gives 92.3 kcal/mol.

Each line ends with the natural charge from an NBO analysis.
CARTESIAN COORDINATES (ANGSTROEM)
N1 -2.287 -2.375 -0.071  -0.3452
C1 -1.337 -1.717 -0.182  0.2785
C2 -0.180 -0.875 -0.345  -0.7019
C3 0.004 0.227 0.597  0.0909
C4 1.034 1.174 0.206  -0.1169
O1 -0.193 1.490 -0.459  -0.5556
H1 -0.345 0.328 -1.056  0.4372
H2 0.726 -1.404 -0.648  0.2590
H3 -0.618 0.402 1.466  0.2425
H4 1.315 1.958 0.899  0.2137
H5 1.842 0.821 -0.435  0.1979

Cartesian forces (eV/Å) of the 2 atoms listed first:
N 0.97 0.64 -0.07
C -0.81 -0.42 -0.01



# C3H9NS

A cluster of 2 separate species, C3H9NS in total (wB97M-V/def2-TZVPD, the Open Molecules 2025 dataset).

As for the structure (SMILES): C=N.CSC. As for the spin multiplicity: 1. The LUMO energy is 0.939 eV. For the energy relative to the best compared isomer or geometry (same formula, charge and spin), the calculation gives 38.4 kcal/mol.

Each line ends with the natural charge from an NBO analysis.
CARTESIAN COORDINATES (ANGSTROEM)
C1 -2.982 -0.666 -0.735  -0.0321
N1 -2.553 -0.487 0.442  -0.6140
H1 -3.752 -0.034 -1.135  0.1541
H2 -2.721 -1.471 -1.422  0.1388
H3 -2.023 -1.212 0.925  0.3512
C2 2.215 -0.213 1.260  -0.7520
S1 1.458 -0.620 -0.330  0.1550
C3 0.875 1.092 -0.784  -0.7457
H4 1.410 -0.123 2.010  0.2137
H5 2.764 0.752 1.199  0.2172
H6 2.892 -1.050 1.555  0.2300
H7 1.851 1.516 -1.286  0.2253
H8 0.253 0.842 -1.667  0.2245
H9 0.311 1.671 -0.032  0.2340

Cartesian forces (eV/Å) of the 2 atoms listed first:
C 0.51 -0.83 0.71
N -1.13 0.39 0.19



# C6H8OS

The molecule C6H8OS (wB97M-V/def2-TZVPD, the Open Molecules 2025 dataset).

As for the spin multiplicity: 1. The LUMO energy (spin up / spin down) is -0.916 / -0.608 eV. For the energy relative to the best compared isomer or geometry (same formula, charge and spin), the calculation gives 163.3 kcal/mol.

Each line ends with the natural charge from an NBO analysis.
CARTESIAN COORDINATES (ANGSTROEM)
C1 -1.471 -1.451 -1.105  -0.3951
C2 -0.427 -0.430 -1.269  -0.2257
C3 -1.532 -2.331 -0.099  -0.0067
C4 0.367 0.134 -0.398  -0.1570
C5 -0.412 1.003 2.067  -0.7183
C6 1.363 1.165 -0.828  -0.6709
O1 1.707 -0.525 1.832  -0.9485
S1 0.332 -0.329 1.429  1.3553
H1 -1.935 -1.745 -2.000  0.2256
H2 -0.230 -0.027 -2.298  0.2145
H3 -0.890 -2.369 0.798  0.1643
H4 -0.137 1.291 3.126  0.2361
H5 -1.302 1.315 1.648  0.2159
H6 1.998 0.604 -1.534  0.2398
H7 1.776 1.784 0.058  0.2474
H8 0.794 1.911 -1.425  0.2233

Cartesian forces (eV/Å) of the 2 atoms listed first:
C 1.09 -1.74 1.32
C -0.46 0.23 -1.31



| no. | strongest force on any atom (eV Å⁻¹) |
| --- | --- |
| 1 | 1.5 |
| 2 | 1.6 |
| 3 | 3.1 |
| 4 | 3.3 |